Record 1
An isolated ion of composition C7H5FN3O6S2 and charge -1. Source: the OMol25 dataset; level of theory: ωB97M-V/def2-TZVPD.

Last column: Löwdin charge in e.
Positions of all 24 atoms, in Å:
O 4.361 -0.382 0.026  0.120
C 3.497 -0.447 0.914  -0.368
F 3.672 -1.473 1.903  0.031
N 2.300 0.388 1.024  0.107
C 2.147 1.319 -0.115  -0.378
O 2.724 2.440 -0.016  0.061
S 1.179 1.016 -1.675  0.655
O 1.994 1.669 -2.788  -0.373
O -0.134 1.797 -1.641  -0.374
N 1.012 -0.620 -2.122  -0.310
S 0.154 -1.555 -0.982  0.615
O 0.997 -2.139 0.136  -0.393
O -0.398 -2.754 -1.754  -0.406
C -1.308 -0.731 -0.218  -0.222
C -2.684 -0.512 -0.877  -0.015
C -3.798 0.148 -0.086  -0.146
N -3.848 0.637 1.250  0.014
C -2.551 0.444 1.799  -0.149
C -1.294 -0.182 1.222  -0.030
H 2.449 1.007 1.850  0.152
H -2.864 -0.864 -1.947  0.113
H -4.803 0.253 -0.648  0.101
H -2.460 0.804 2.894  0.100
H -0.346 -0.267 1.851  0.094

The calculation puts the highest occupied orbital energy at -6.57 eV. The value obtained for the frontier orbital gap is 8.65 eV. The calculation puts the LUMO energy at 2.08 eV. The net charge is -1. As for the SMILES: O=C(F)NC(=O)S(=O)(=O)N=[S@](=O)([O-])c1ccncc1.

Record 2
One molecule with the formula C7H5FO. Source: the OMol25 dataset; level of theory: ωB97M-V/def2-TZVPD.

Last column: Löwdin charge in e.
Positions of all 14 atoms, in Å:
C 3.879 -0.041 -0.281  0.147
C 2.713 -0.128 -0.087  -0.088
C 0.593 0.642 -0.885  -0.031
C 1.326 0.195 0.232  -0.221
C -1.691 0.464 -0.438  -0.180
C -2.741 -0.130 0.052  0.001
C 0.894 -0.243 1.420  -0.088
O -0.716 0.620 -1.190  0.057
F 1.817 -0.927 2.062  0.046
H 4.923 -0.127 -0.287  0.028
H 1.184 1.050 -1.670  0.123
H -3.296 0.403 0.780  0.039
H -2.891 -1.188 0.119  0.049
H 0.047 -0.147 2.042  0.118

The calculation puts the highest occupied orbital energy (alpha / beta) at -6.53 / -9.66 eV. The value obtained for the frontier orbital gap (alpha / beta) is 7.37 / 8.95 eV. The calculation puts the LUMO energy (alpha / beta) at 0.84 / -0.70 eV. As for the multiplicity: 3.

Record 3
One molecule with the formula C7H5FO2. Source: the OMol25 dataset; level of theory: ωB97M-V/def2-TZVPD.

Last column: Löwdin charge in e.
Positions of all 15 atoms, in Å:
C -2.101 -0.584 -0.150  -0.524
C -0.675 -0.155 -0.125  -0.161
C -0.236 1.125 -0.273  -0.029
C 1.016 1.484 -0.209  -0.018
C 2.000 0.512 -0.081  0.056
C 1.621 -0.824 -0.042  -0.210
C 0.234 -1.171 -0.044  0.070
H -2.156 0.187 1.736  0.250
H -1.025 1.664 -0.352  0.078
H 1.309 2.300 -0.107  0.012
H 2.908 0.817 -0.088  0.061
H 0.088 -2.249 -0.192  0.145
O -2.792 -0.361 0.961  0.072
O -2.743 -0.950 -1.103  0.132
F 2.552 -1.794 0.071  0.066

The calculation puts the highest occupied orbital energy at -9.90 eV. The value obtained for the frontier orbital gap is 10.20 eV. The calculation puts the LUMO energy at 0.30 eV. As for the SMILES: O=C(O)c1cccc(F)c1.

Record 4
C7H5MnN2O6S as an isolated structure. Source: the OMol25 dataset; level of theory: ωB97M-V/def2-TZVPD.

Last column: Löwdin charge in e.
Positions of all 22 atoms, in Å:
Mn -0.370 -1.558 -0.104  0.861
O 3.040 -1.083 1.698  -0.293
S 2.069 -1.916 1.055  0.361
O 2.607 -3.359 1.071  -0.194
O 1.795 -1.547 -0.366  -0.410
O 0.719 -1.912 1.702  -0.401
O -3.777 0.640 -0.824  0.033
C -2.663 0.186 -0.605  -0.610
O -2.323 -1.039 -0.476  -0.127
C -1.509 1.192 -0.460  -0.169
C -1.716 2.560 -0.539  -0.003
C -0.627 3.401 -0.388  -0.062
C 0.631 2.855 -0.165  -0.055
C 0.756 1.478 -0.105  -0.093
N -0.298 0.675 -0.251  0.051
H -2.720 2.919 -0.714  0.115
H -0.753 4.475 -0.442  0.103
H 1.503 3.482 -0.039  0.101
H 1.706 0.986 0.065  0.107
N 0.427 -4.567 -0.141  -0.096
C -0.364 -3.884 -0.641  -0.269
H 1.868 -3.984 0.669  0.049

The calculation puts the highest occupied orbital energy (alpha / beta) at -5.81 / -6.95 eV. The value obtained for the frontier orbital gap (alpha / beta) is 8.59 / 9.66 eV. The calculation puts the LUMO energy (alpha / beta) at 2.78 / 2.70 eV. As for the multiplicity: 6. The net charge is -1.

Record 5
C7H5N4 as an isolated structure. Source: the OMol25 dataset; level of theory: ωB97M-V/def2-TZVPD.

Last column: Löwdin charge in e.
Positions of all 16 atoms, in Å:
C -3.175 -0.988 -0.780  -0.146
C -3.402 0.973 0.744  -0.190
C 1.557 0.167 0.138  -0.024
C 0.772 0.100 1.275  -0.059
C 0.900 0.395 -1.160  0.009
C -0.607 0.157 1.173  -0.030
C -2.909 0.423 -0.443  -0.040
N -3.443 -2.077 -0.950  0.239
N -3.862 1.561 1.625  0.271
N -0.419 0.436 -1.165  0.193
N -1.090 0.428 -0.047  -0.025
H 2.642 -0.165 0.377  0.163
H 1.220 -0.226 2.234  0.145
H 1.448 0.746 -2.131  0.185
H -1.209 0.127 2.097  0.157
H -2.907 1.167 -1.224  0.151

The calculation puts the highest occupied orbital energy (alpha / beta) at -11.85 / -15.77 eV. The value obtained for the frontier orbital gap (alpha / beta) is 6.16 / 6.37 eV. The calculation puts the LUMO energy (alpha / beta) at -5.68 / -9.40 eV. As for the multiplicity: 3. The net charge is +1.

Record 6
C7H5NO as an isolated structure. Source: the OMol25 dataset; level of theory: ωB97M-V/def2-TZVPD.

Last column: Löwdin charge in e.
Positions of all 14 atoms, in Å:
C 0.061 1.947 -1.644  -0.004
C 0.547 -2.243 1.050  0.045
C -1.059 1.286 -1.733  0.110
C 0.261 -1.359 0.017  -0.180
C -0.154 0.799 -0.683  -0.437
C -0.679 -0.722 0.950  -0.200
C -0.723 0.698 0.747  -0.042
N 0.615 -0.437 -0.930  0.126
O -0.526 -1.665 1.917  0.009
H 0.724 2.844 -1.698  0.107
H 1.017 -3.134 1.203  0.062
H 0.020 1.361 1.369  0.180
H -1.573 1.268 0.816  0.089
H 1.468 -0.643 -1.381  0.134

The calculation puts the highest occupied orbital energy (alpha / beta) at -7.75 / -7.75 eV. The value obtained for the frontier orbital gap (alpha / beta) is 7.42 / 6.09 eV. The calculation puts the LUMO energy (alpha / beta) at -0.33 / -1.65 eV.

Record 7
One molecule with the formula C7H5NO3. Source: the OMol25 dataset; level of theory: ωB97M-V/def2-TZVPD.

Last column: Löwdin charge in e.
Positions of all 16 atoms, in Å:
C -0.205 0.056 -2.257  -0.327
C -0.229 -0.025 -0.807  -0.058
C -1.141 -1.032 -0.213  -0.060
C -1.056 -1.396 0.999  -0.113
C -0.144 -0.844 1.925  0.002
C 0.651 0.170 1.456  0.019
C 0.616 0.628 0.153  -0.072
H -1.376 0.081 -2.728  0.171
H -1.837 -1.549 -1.062  0.171
H -1.731 -2.177 1.552  0.157
H 0.079 -1.093 2.785  0.031
H 1.331 0.515 2.084  0.079
N 1.303 1.830 -0.240  -0.311
O 0.651 0.191 -2.996  0.137
O 1.087 2.284 -1.328  0.122
O 2.001 2.362 0.680  0.054

The calculation puts the highest occupied orbital energy at -10.05 eV. The value obtained for the frontier orbital gap is 8.72 eV. The calculation puts the LUMO energy at -1.33 eV. As for the SMILES: O=Cc1ccccc1[N+](=O)[O-].

Record 8
One molecule with the formula C7H5NO4. Source: the OMol25 dataset; level of theory: ωB97M-V/def2-TZVPD.

Last column: Löwdin charge in e.
Positions of all 17 atoms, in Å:
C -2.216 0.438 0.063  -0.075
C -2.192 -0.781 -0.577  -0.101
C -1.050 1.004 0.588  0.008
C -1.063 -1.524 -0.654  0.008
C 0.200 0.441 0.230  -0.158
C 0.160 -0.930 -0.239  -0.162
C 1.408 1.002 0.543  0.044
N 2.527 0.732 -0.238  -0.401
O 3.580 1.308 -0.032  0.101
O 2.345 -0.043 -1.184  0.065
O 1.050 -1.722 0.386  -0.006
O 2.077 -1.206 0.964  -0.009
H -3.194 0.943 0.056  0.117
H -3.092 -0.992 -1.195  0.130
H -0.959 1.959 1.139  0.127
H -0.963 -2.568 -1.031  0.143
H 1.382 1.939 1.181  0.171

The calculation puts the highest occupied orbital energy (alpha / beta) at -9.32 / -8.87 eV. The value obtained for the frontier orbital gap (alpha / beta) is 7.21 / 7.18 eV. The calculation puts the LUMO energy (alpha / beta) at -2.11 / -1.69 eV.

Record 9
One molecule with the formula C7H6. Source: the OMol25 dataset; level of theory: ωB97M-V/def2-TZVPD.

Last column: Löwdin charge in e.
Positions of all 13 atoms, in Å:
C 2.560 0.020 1.837  0.008
C 1.364 0.335 1.330  -0.224
C 0.876 -0.824 -0.423  0.000
C 2.224 -0.735 0.638  0.038
C 0.008 0.788 0.895  -0.110
C -0.311 -0.080 -0.329  -0.263
C -1.540 -0.113 -1.130  -0.051
H 1.048 -1.554 -1.202  0.074
H -0.707 0.681 1.717  0.130
H 0.049 1.853 0.641  0.132
H -1.353 -0.566 -2.102  0.087
H -1.923 0.898 -1.266  0.086
H -2.296 -0.702 -0.605  0.093

The calculation puts the highest occupied orbital energy at -8.09 eV. The value obtained for the frontier orbital gap is 8.41 eV. The calculation puts the LUMO energy at 0.33 eV. As for the SMILES: CC1=CC2=C=C2C1.

Record 10
One molecule with the formula C7H6. Source: the OMol25 dataset; level of theory: ωB97M-V/def2-TZVPD.

Last column: Löwdin charge in e.
Positions of all 13 atoms, in Å:
C 1.322 -0.574 -0.021  -0.246
C 2.542 -1.107 -0.057  0.197
C 1.753 1.003 0.005  -0.051
C 0.518 1.345 -0.077  -0.050
C -1.219 -0.708 -0.783  -0.085
C -1.306 -0.623 0.768  -0.036
C -0.122 -0.038 -0.074  -0.350
H 2.616 1.607 0.235  0.109
H 0.193 2.372 -0.017  0.111
H -1.169 -1.676 -1.398  0.144
H -1.893 -0.081 -1.167  0.051
H -2.120 -0.022 1.074  0.071
H -1.114 -1.498 1.511  0.135

The calculation puts the highest occupied orbital energy at -9.32 eV. The value obtained for the frontier orbital gap is 9.78 eV. The calculation puts the LUMO energy at 0.46 eV.

no.,molar mass (g mol⁻¹),DFT total energy (hartree)
1,310.3,-1781.5704
2,124.1,-444.5261
3,140.1,-519.9831
4,300.1,-2380.1050
5,145.1,-488.2075
6,119.1,-399.3703
7,151.1,-550.0108
8,167.1,-625.1330
9,90.1,-270.0707
10,90.1,-270.0558